(1)
{"formula": "C16H14Br2N4O6PdS5", "method": "ωB97M-V/def2-TZVPD", "charge": 2, "homo_lumo_gap_ev": 4.8, "e_above_lowest_kcal_mol": 4.6, "spin_multiplicity": 1, "elements": ["Pd", "Br", "C", "Br", "H", "H", "C", "S", "C", "C", "S", "S", "C", "S", "S", "H", "H", "H", "C", "N", "C", "C", "N", "C", "H", "H", "H", "H", "H", "H", "O", "C", "O", "C", "C", "C", "C", "C", "C", "N", "O", "O", "N", "O", "O", "H", "H", "H"], "xyz": [[-0.1136, 1.4373, 0.1129], [1.4523, 2.8005, 1.7436], [-0.0656, 3.0713, 2.9462], [-1.7299, 3.1240, 1.9896], [0.0830, 4.0231, 3.4455], [-0.0827, 2.2227, 3.6211], [-0.1720, 6.0044, -3.1417], [1.2214, 5.3407, -4.0784], [1.7295, 3.7911, -3.6045], [1.2277, 2.8729, -2.5144], [-0.0183, 3.2535, -1.4951], [2.0725, 1.3792, -2.3871], [3.2493, 1.5956, -3.6846], [4.3516, 0.5215, -4.1501], [3.0450, 3.1672, -4.5051], [-0.3024, 6.9805, -3.6080], [0.0753, 6.1263, -2.0936], [-1.0627, 5.4056, -3.2851], [-4.9291, -0.3698, -1.7590], [-3.4926, -0.2891, -1.5523], [-2.5559, -1.1586, -2.0382], [-1.3408, -0.7128, -1.6166], [-1.5428, 0.4304, -0.8828], [-2.8504, 0.6556, -0.8652], [-5.1779, -1.3915, -2.0342], [-5.2293, 0.3081, -2.5563], [-5.4406, -0.1187, -0.8330], [-2.8331, -2.0178, -2.6181], [-0.3636, -1.1352, -1.7470], [-3.3496, 1.4595, -0.3505], [-0.0671, 0.0156, 1.6083], [0.7374, -0.8235, 1.0421], [1.2185, -0.5633, -0.0701], [1.0457, -2.0908, 1.7625], [0.4764, -2.3533, 3.0058], [0.7937, -3.5412, 3.6440], [1.6516, -4.4819, 3.0972], [2.1940, -4.1857, 1.8571], [1.9120, -3.0106, 1.1771], [3.1160, -5.1665, 1.2338], [3.5325, -4.8895, 0.1280], [3.3716, -6.1563, 1.8785], [0.1878, -3.8181, 4.9699], [0.4673, -4.8756, 5.4839], [-0.5385, -2.9563, 5.4206], [-0.2009, -1.6569, 3.4752], [1.8842, -5.4017, 3.6132], [2.3632, -2.8218, 0.2146]], "forces_ev_per_angstrom": [[0.1, 1.1, 0.1], [-0.3, -0.2, -0.3], [-0.2, 0.0, 0.1], [-0.1, 0.3, 0.4], [0.1, -0.1, 0.0], [0.0, 0.0, -0.1], [0.1, -0.2, 0.1], [0.4, -0.6, 0.0], [-0.1, 0.1, 0.1], [0.0, 0.1, -0.1], [0.3, -0.6, -0.1], [0.0, 0.0, 0.1], [0.1, -0.2, -0.3], [-0.6, 0.7, 0.3], [-0.2, 0.2, 0.2], [0.0, 0.0, 0.0], [0.0, 0.0, 0.1], [-0.1, -0.1, 0.0], [-0.2, 0.0, 0.0], [0.3, 0.1, 0.1], [0.2, -0.1, 0.0], [-0.1, -0.1, -0.1], [-0.1, 0.0, 0.0], [0.1, 0.2, 0.3], [0.0, 0.0, 0.0], [0.0, 0.0, 0.0], [0.0, 0.0, 0.0], [0.0, -0.1, -0.1], [0.1, 0.0, 0.0], [0.0, 0.0, 0.0], [-0.3, 0.3, -0.5], [0.3, -0.2, -0.2], [0.6, -0.7, 0.1], [0.0, 0.0, 0.1], [0.1, -0.2, 0.0], [0.1, 0.1, -0.2], [-0.1, 0.2, -0.1], [-0.1, 0.2, 0.0], [0.0, -0.2, 0.2], [-0.2, 0.1, 0.1], [0.1, -0.1, 0.1], [0.1, 0.1, -0.2], [0.1, 0.0, -0.2], [-0.1, 0.2, 0.1], [0.0, -0.2, 0.1], [0.0, 0.0, 0.0], [0.0, 0.0, 0.0], [0.0, 0.0, 0.0]]}



(2)
{"formula": "C9H9NO", "method": "ωB97M-V/def2-TZVPD", "homo_lumo_gap_ev": [6.7, 7.5], "e_above_lowest_kcal_mol": 14.2, "spin_multiplicity": 3, "elements": ["C", "C", "C", "C", "C", "C", "C", "C", "C", "N", "O", "H", "H", "H", "H", "H", "H", "H", "H", "H"], "xyz": [[-1.4885, -0.9164, 0.2596], [-0.0894, 1.0198, 0.7875], [-2.4405, -0.3974, 1.0947], [-1.0652, 1.5949, 1.5410], [-0.1972, -0.3158, 0.1982], [-2.3356, 0.8782, 1.8145], [2.5184, 0.6628, -1.6955], [0.8135, -1.8478, -1.3466], [2.0892, -0.0117, -0.5836], [0.8057, -0.8009, -0.5984], [-3.2667, 1.3061, 2.4370], [-1.5702, -1.9189, -0.1848], [0.6949, 1.7877, 0.8891], [-3.4772, -0.6975, 0.8517], [-0.8659, 2.5949, 1.9583], [3.4209, 1.2441, -1.8338], [2.1153, 0.6564, -2.6080], [1.7259, -2.1264, -1.8551], [-0.0421, -2.5523, -1.4294], [2.6548, -0.1597, 0.3037]], "forces_ev_per_angstrom": [[2.0, -0.8, 0.6], [0.1, 0.6, 0.9], [-1.4, 0.5, -1.3], [-1.1, -0.8, 0.6], [-1.3, 1.8, 0.2], [2.3, -1.0, -2.3], [1.1, -1.1, 4.5], [-1.1, -5.4, -3.3], [-0.8, 0.4, -3.1], [2.9, 5.3, 2.7], [-1.9, 1.2, 1.7], [-0.5, 0.7, 0.0], [0.8, -1.5, -1.3], [0.5, -0.3, 1.0], [-0.4, -0.6, -0.1], [0.5, -0.2, 1.2], [-2.7, -0.4, -3.1], [-0.1, 0.1, 0.1], [0.7, 0.9, 0.2], [0.3, 0.4, 0.7]]}



(3)
{"formula": "C3H10NO", "method": "ωB97M-V/def2-TZVPD", "charge": 2, "homo_lumo_gap_ev": [10.4, 7.0], "e_above_lowest_kcal_mol": 70.1, "spin_multiplicity": 2, "elements": ["C", "C", "C", "N", "H", "H", "H", "H", "H", "H", "H", "H", "H", "H", "O"], "xyz": [[2.6424, 0.3086, 0.1451], [1.1116, 0.3816, 0.2985], [0.3681, -0.0905, -0.7119], [-0.8531, -0.8545, -0.3647], [3.0059, 0.6889, 1.0570], [2.9195, -0.7742, 0.0066], [3.0040, 0.8351, -0.7484], [0.5994, 0.7485, 1.2113], [0.6699, -0.2658, -1.7401], [-0.7708, -1.3396, 0.5396], [-1.8432, -0.2659, -0.3175], [-1.0017, -1.5392, -1.1922], [-3.0969, 1.3866, 0.2039], [-3.7088, 0.3199, 1.1721], [-3.0465, 0.4605, 0.4408]], "forces_ev_per_angstrom": [[-2.5, -0.6, 0.2], [3.1, 1.3, 1.0], [-2.6, -2.6, -1.1], [-0.6, 0.1, -2.6], [1.1, 0.4, 0.9], [-0.1, 0.7, 0.1], [-0.2, 0.0, -0.1], [0.6, -0.3, -0.3], [0.2, 0.5, -0.1], [-0.2, -0.1, -0.2], [0.6, -0.2, 0.9], [0.0, 0.8, 1.8], [-0.3, 0.5, -0.1], [0.8, 0.0, -1.0], [-0.1, -0.5, 0.6]]}



Q: Number 3 is which compound?
A: C3H10NO